{
  "formula": "C38H91N5O9",
  "method": "wB97M-V/def2-TZVPD",
  "lumo_ev": [-2.550, -6.540],
  "charge": 1,
  "s2": 0.75,
  "orbital_gap_ev": [7.54, 3.55],
  "fmax_ev_per_a": 7.4,
  "spin_multiplicity": 2,
  "e_homo_ev": [-10.09, -10.09],
  "elements": ["C", "C", "C", "C", "C", "C", "N", "O", "C", "C", "C", "H", "H", "H", "H", "H", "H", "H", "H", "H", "H", "H", "H", "H", "H", "H", "H", "H", "H", "H", "C", "C", "C", "C", "C", "C", "N", "O", "C", "C", "C", "H", "H", "H", "H", "H", "H", "H", "H", "H", "H", "H", "H", "H", "H", "H", "H", "H", "H", "H", "C", "C", "C", "C", "C", "C", "N", "O", "C", "C", "C", "H", "H", "H", "H", "H", "H", "H", "H", "H", "H", "H", "H", "H", "H", "H", "H", "H", "H", "H", "C", "O", "N", "N", "H", "H", "H", "H", "C", "C", "O", "H", "H", "H", "H", "H", "H", "C", "C", "O", "H", "H", "H", "H", "H", "H", "C", "C", "O", "H", "H", "H", "H", "H", "H", "C", "C", "O", "H", "H", "H", "H", "H", "H", "C", "C", "O", "H", "H", "H", "H", "H", "H"],
  "xyz": [[-3.09848, -4.03501, 6.54883], [-1.68734, -3.50356, 6.03688], [-1.82904, -3.70981, 4.54700], [-0.71304, -3.04271, 3.72422], [-0.67120, -1.50781, 4.16279], [-0.62271, -1.16743, 5.69134], [-1.66398, -2.04134, 6.30127], [-1.69876, -1.68236, 7.71475], [0.84297, -1.14309, 6.22833], [-1.01384, 0.26135, 5.89983], [-0.48840, -4.34198, 6.52875], [-3.87692, -4.14696, 5.79412], [-3.50860, -3.47886, 7.39180], [-3.12955, -5.00171, 7.05145], [-1.78747, -4.76784, 4.28830], [-2.75908, -3.31744, 4.13569], [-1.02128, -2.93732, 2.68405], [0.24701, -3.54708, 3.83388], [-1.65159, -1.11193, 3.89783], [0.15347, -0.95996, 3.70684], [1.36510, -0.25807, 5.86473], [0.74956, -1.05452, 7.31070], [1.47798, -1.99734, 5.99353], [-0.56929, 0.64261, 6.81913], [-0.54668, 0.91983, 5.16753], [-2.05081, 0.53587, 5.70638], [-0.38004, -4.01391, 7.56254], [0.43473, -4.19181, 5.96896], [-0.80576, -5.37932, 6.42232], [-0.82969, -1.98765, 7.98514], [2.15961, -1.73960, -7.61583], [0.98837, -1.22374, -6.74745], [0.08049, -2.36112, -6.26757], [0.71170, -3.04151, -4.98760], [1.00207, -2.00754, -3.85770], [1.96388, -0.91854, -4.33330], [1.56192, -0.42157, -5.68612], [2.40564, 0.58497, -6.12296], [1.92532, 0.24203, -3.28716], [3.45328, -1.48510, -4.25718], [0.19246, -0.33977, -7.72384], [2.74614, -2.50497, -7.10760], [2.80945, -0.93510, -7.96023], [1.82861, -2.30213, -8.48882], [-0.87294, -1.85404, -6.11948], [-0.05867, -3.17389, -6.98041], [1.51332, -3.74480, -5.21318], [0.03700, -3.76159, -4.52460], [1.41739, -2.47011, -2.96236], [0.05995, -1.52025, -3.60660], [0.93460, 0.66084, -3.46376], [2.07965, -0.19515, -2.30067], [2.65505, 1.03907, -3.42971], [3.80668, -1.87952, -5.20989], [4.08158, -0.62978, -4.00867], [3.67601, -2.23374, -3.49691], [-0.66629, 0.15520, -7.27035], [-0.27593, -0.92211, -8.51730], [0.79011, 0.36699, -8.29952], [1.79350, 1.25748, -6.43054], [-2.87563, 6.08024, -0.27710], [-1.64431, 5.22963, -0.26671], [-2.02369, 3.72759, -0.09081], [-2.61245, 3.07848, -1.35671], [-1.60875, 3.36259, -2.57153], [-1.16447, 4.78732, -2.74484], [-0.71668, 5.38804, -1.41564], [-0.29079, 6.71129, -1.52103], [0.17684, 4.81603, -3.63488], [-2.35170, 5.56455, -3.39689], [-0.74375, 5.55012, 0.95732], [-2.51320, 7.07884, -0.52111], [-3.21499, 6.22957, 0.74791], [-3.63650, 5.83242, -1.01720], [-1.32586, 2.98227, 0.29081], [-2.82416, 3.77347, 0.64760], [-3.55560, 3.59183, -1.54390], [-2.86911, 2.02155, -1.28530], [-1.82059, 2.81616, -3.49057], [-0.68834, 2.84067, -2.30971], [0.43914, 3.79021, -3.89371], [0.11470, 5.30538, -4.60688], [1.04144, 5.21848, -3.10705], [-2.24605, 5.64232, -4.47897], [-3.26509, 5.00757, -3.18811], [-2.49238, 6.57897, -3.02375], [0.14861, 4.92418, 0.95737], [-1.24558, 5.43793, 1.91840], [-0.47417, 6.60567, 0.92211], [0.48972, 6.71063, -0.96210], [3.19397, -2.94349, 3.56291], [2.79761, -3.68304, 2.69645], [3.33689, -1.66365, 3.49584], [3.84873, -3.26333, 4.60318], [3.00936, -1.06063, 2.75476], [3.62712, -1.25476, 4.37258], [4.05687, -4.24056, 4.75075], [4.02993, -2.55496, 5.29995], [4.64072, -4.78443, -1.40386], [3.43171, -4.36613, -0.50817], [3.73342, -3.24690, 0.35648], [5.49262, -4.63721, -0.74001], [4.79467, -4.02892, -2.17431], [4.59717, -5.81112, -1.76732], [3.19274, -5.17272, 0.18495], [2.52055, -4.30017, -1.10276], [3.58951, -3.42402, 1.28895], [0.00446, -0.15447, 0.06357], [1.10445, -1.13053, 0.65486], [2.44784, -0.83103, 0.22566], [-0.75015, -0.12925, 0.84971], [-0.33484, -0.45766, -0.92691], [0.43641, 0.84628, 0.06689], [0.80544, -2.13778, 0.36480], [1.12980, -1.23143, 1.73988], [2.72141, -1.71710, -0.02259], [-4.87272, 1.35334, 1.14328], [-3.88425, 1.08739, 2.35414], [-4.68028, 0.73657, 3.47122], [-4.28720, 1.87569, 0.38670], [-5.63796, 2.10004, 1.35527], [-5.30864, 0.48151, 0.65542], [-3.33296, 1.97753, 2.65716], [-3.20677, 0.23811, 2.26555], [-4.96200, 1.55282, 3.89071], [3.11338, 2.27390, 2.74224], [3.57543, 2.16691, 1.28498], [4.49150, 3.14822, 0.90787], [3.23715, 3.29013, 3.11651], [3.84499, 1.74012, 3.34881], [2.11147, 1.95780, 3.03266], [2.69639, 2.41762, 0.69124], [3.80409, 1.10148, 1.25890], [5.21812, 3.04866, 1.52731], [-3.70021, -0.71636, -1.84370], [-3.08095, -0.17764, -3.19765], [-4.12622, 0.38606, -3.95865], [-4.32638, -1.55647, -2.14409], [-4.32906, 0.07193, -1.42988], [-2.95829, -1.04178, -1.11448], [-2.59512, -1.03966, -3.65479], [-2.36628, 0.64509, -3.17644], [-3.76940, 0.90224, -4.68517]],
  "lowdin_spin": [0.000, 0.000, 0.000, 0.000, 0.000, 0.000, 0.000, 0.000, 0.000, 0.000, 0.000, 0.000, 0.000, 0.000, 0.000, 0.000, 0.000, 0.000, 0.000, 0.000, 0.000, 0.000, 0.000, 0.000, 0.000, 0.000, 0.000, 0.000, 0.000, 0.000, 0.054, 0.062, 0.000, 0.000, 0.001, 0.046, 0.591, 0.124, 0.022, 0.049, 0.020, 0.000, 0.002, 0.006, 0.001, 0.000, 0.000, 0.000, -0.001, 0.000, 0.000, 0.001, 0.000, 0.000, 0.001, 0.005, 0.000, 0.001, 0.000, 0.011, 0.000, 0.000, 0.000, 0.000, 0.000, 0.000, 0.000, 0.000, 0.000, 0.000, 0.000, 0.000, 0.000, 0.000, 0.000, 0.000, 0.000, 0.000, 0.000, 0.000, 0.000, 0.000, 0.000, 0.000, 0.000, 0.000, 0.000, 0.000, 0.000, 0.000, 0.000, 0.000, 0.000, 0.000, 0.000, 0.000, 0.000, 0.000, 0.000, 0.000, 0.000, 0.000, 0.000, 0.000, 0.000, 0.000, 0.000, 0.000, 0.000, 0.000, 0.000, 0.000, 0.000, 0.000, 0.000, 0.000, 0.000, 0.000, 0.000, 0.000, 0.000, 0.000, 0.000, 0.000, 0.000, 0.000, 0.000, 0.000, 0.000, 0.000, 0.000, 0.000, 0.000, 0.000, 0.000, 0.000, 0.000, 0.000, 0.000, 0.000, 0.000, 0.000, 0.000]
}